C43H54N3O8S3Se2SiSnTe as an isolated structure. Source: OMol25; level of theory: ωB97M-V/def2-TZVPD.

Properties
* electronic energy: -250524.8892 eV
* LUMO energy (alpha / beta): 3.77 / 3.13 eV
* HOMO-LUMO gap (alpha / beta): 5.53 / 6.28 eV
* energy above the lowest of the compared OMol25 structures with the same formula, charge and spin: 24.8 kJ/mol
* HOMO (alpha / beta): -1.76 / -3.14 eV
* spin multiplicity: 2
* charge: -2

The geometry in XYZ format:
```
116
Properties=species:S:1:pos:R:3:forces:R:3
Sn -0.024492 -0.633677 -0.002232 0.378 0.210 -0.749
S 2.439072 0.274214 0.526509 -0.180 -0.066 0.140
C 2.067954 1.951772 0.666074 0.050 0.135 -0.094
N 1.025888 2.531771 0.175906 -0.087 0.065 0.006
C 1.093906 3.904938 0.292052 0.025 -0.143 -0.010
C 0.136999 4.792009 -0.197319 -0.094 0.028 0.033
C 0.365676 6.152494 -0.090212 -0.002 0.006 0.047
C 1.535263 6.643524 0.500606 -0.013 -0.059 0.023
C 2.489236 5.773131 1.005037 -0.077 -0.039 0.025
C 2.259003 4.405412 0.896893 0.018 0.060 0.046
S 3.256931 3.073099 1.375526 0.054 -0.152 -0.017
H -0.763386 4.388373 -0.644568 0.031 0.021 -0.017
H -0.373144 6.851965 -0.462644 0.008 -0.021 -0.026
H 1.697582 7.712784 0.563620 -0.008 -0.008 0.022
H 3.391433 6.146947 1.473734 -0.003 0.009 -0.028
C 1.807928 0.829643 4.241927 -0.019 0.024 -0.025
C 0.665991 -0.181143 4.206042 0.001 -0.075 -0.002
C -0.105686 -0.160396 5.524779 -0.052 0.043 -0.079
C 1.207498 -1.577756 3.941602 -0.029 -0.092 0.182
O -0.195624 0.101426 3.098886 -0.287 0.311 -0.005
Si -1.429085 1.187449 2.916685 0.000 -0.201 -0.082
S -2.004098 1.107377 0.910765 0.124 -0.064 0.167
O -0.827685 2.631428 3.466682 -0.009 -0.162 -0.034
C -1.495676 3.816487 3.891545 -0.025 -0.089 0.027
C -0.448829 4.917331 3.834100 0.020 0.115 -0.005
C -2.666140 4.144177 2.969234 -0.012 -0.114 -0.043
C -1.985413 3.648278 5.330528 0.037 -0.054 -0.005
O -2.670401 0.923363 3.985974 0.230 0.145 -0.124
C -3.819777 0.081529 4.023408 -0.020 0.050 0.039
C -4.180156 -0.048549 5.498066 -0.016 -0.028 0.076
C -3.523939 -1.278879 3.428008 0.090 -0.059 -0.053
C -4.953860 0.761067 3.261644 0.046 0.024 -0.043
H 2.394624 0.689045 5.154306 0.033 0.011 -0.028
H 1.413609 1.845350 4.220746 -0.013 0.022 0.035
H 2.458143 0.690811 3.377278 -0.023 0.013 0.008
H 0.560766 -0.452404 6.340132 -0.018 0.002 0.006
H -0.942754 -0.859731 5.483483 0.020 0.002 0.006
H -0.504472 0.835057 5.731588 0.021 -0.003 0.001
H 1.958435 -1.838549 4.692976 0.005 -0.021 -0.022
H 1.667371 -1.614082 2.954688 0.054 0.011 -0.033
H 0.398187 -2.310753 3.970510 0.060 0.037 -0.027
H -0.136285 5.091302 2.805283 0.051 0.006 -0.080
H 0.427398 4.624157 4.416844 -0.026 0.009 -0.009
H -0.853076 5.847364 4.243307 0.030 0.013 -0.013
H -2.328975 4.161573 1.932792 0.028 0.040 -0.032
H -3.091120 5.117678 3.227011 -0.016 -0.016 0.004
H -3.444670 3.380724 3.051970 0.029 0.071 0.014
H -1.133557 3.495804 5.998702 -0.015 0.004 -0.004
H -2.644349 2.783857 5.404960 0.006 0.050 -0.012
H -2.524640 4.545372 5.646750 0.021 -0.003 0.033
H -3.370137 -0.542962 6.039156 -0.023 0.017 -0.008
H -5.090992 -0.641523 5.611800 0.008 0.017 0.031
H -4.339960 0.938725 5.939290 -0.008 -0.026 -0.013
H -2.624137 -1.711630 3.871263 -0.028 -0.003 0.019
H -3.356722 -1.192330 2.357581 0.014 -0.037 -0.063
H -4.360367 -1.961016 3.588363 0.000 -0.021 -0.041
H -5.209367 1.716364 3.729951 -0.005 -0.034 -0.007
H -5.838628 0.119812 3.248419 -0.006 0.034 0.011
H -4.638868 0.944835 2.233035 -0.023 -0.009 0.003
Se -0.830805 -3.120350 1.245340 0.059 -0.200 0.344
C -2.624679 -3.366281 1.000792 0.022 0.158 -0.124
N -3.762367 -3.542952 0.879216 -0.026 -0.018 -0.007
O -0.896034 -2.570536 -1.955916 0.424 -0.027 -0.004
Se 0.651885 -3.088066 -2.028171 -0.403 -0.533 0.097
O 1.336841 -2.530359 -3.488322 -0.003 0.111 0.579
O 1.543607 -2.225349 -0.901011 -0.598 -0.053 0.111
O 0.812665 -4.688814 -1.939543 0.248 0.452 -0.124
C 6.017413 -3.049462 -7.813041 -0.048 0.049 0.048
C 5.023729 -2.409657 -6.875466 0.049 -0.014 -0.023
C 3.666492 -2.638393 -6.992093 -0.010 0.034 -0.031
C 2.734206 -2.065286 -6.122718 -0.161 0.077 -0.006
C 1.279796 -2.363571 -6.409294 0.082 -0.004 0.066
C 3.173153 -1.234917 -5.086872 -0.082 -0.267 0.025
Te 2.060000 -0.491293 -3.319169 0.317 0.394 -0.661
N 0.264315 0.044349 -2.193191 -0.367 -0.304 0.068
C -0.516966 -0.091998 -3.229451 0.138 0.281 0.172
O 0.054588 -0.360995 -4.357267 0.064 -0.085 0.042
C -1.991494 0.130153 -3.273044 0.060 0.027 -0.040
C -2.834831 -0.220450 -2.228143 0.017 -0.045 -0.008
C -4.201702 -0.016600 -2.334964 -0.046 0.047 -0.017
C -4.734141 0.561114 -3.478887 0.044 -0.003 -0.003
C -3.892875 0.931881 -4.521269 0.020 -0.016 0.034
C -2.528646 0.703963 -4.423557 -0.030 0.034 -0.010
C 2.114967 1.426526 -4.432054 0.009 0.067 0.032
C 1.773404 1.393840 -5.787722 -0.092 0.030 0.093
C 1.814648 2.532127 -6.574377 0.015 0.027 0.049
C 2.209876 3.741250 -6.011229 0.009 -0.021 0.027
C 2.565924 3.783350 -4.676083 0.018 0.036 -0.031
C 2.532833 2.636621 -3.876625 0.075 -0.117 0.139
C 3.003202 2.733350 -2.448853 -0.022 -0.019 -0.105
C 4.556482 -0.979086 -4.970458 -0.040 0.119 0.023
C 5.140170 -0.071024 -3.904958 -0.146 -0.077 -0.018
C 5.449130 -1.560922 -5.861186 0.011 -0.010 -0.036
H 5.517517 -3.718044 -8.514995 0.007 0.006 0.004
H 6.758246 -3.631457 -7.259987 -0.002 -0.003 -0.015
H 6.558160 -2.295084 -8.390306 -0.001 -0.012 -0.001
H 3.302568 -3.287114 -7.785749 0.001 0.013 0.021
H 1.024121 -2.003187 -7.411153 0.012 -0.017 -0.007
H 0.608905 -1.909069 -5.692270 -0.012 0.004 -0.003
H 1.104342 -3.441090 -6.386616 0.015 0.002 0.007
H -2.445603 -0.691697 -1.339339 -0.006 -0.069 -0.007
H -4.845979 -0.315265 -1.517720 0.019 -0.003 0.000
H -5.803374 0.715795 -3.562855 -0.002 0.018 0.015
H -4.301747 1.391537 -5.413542 0.010 -0.015 -0.004
H -1.860852 0.968406 -5.233256 -0.007 -0.014 -0.003
H 1.448862 0.461383 -6.229567 0.004 -0.007 0.002
H 1.533836 2.479434 -7.619803 0.000 -0.009 -0.002
H 2.240957 4.644069 -6.610912 -0.004 -0.010 0.002
H 2.885534 4.721379 -4.232000 -0.020 -0.015 0.013
H 2.616801 3.632684 -1.967746 -0.012 -0.006 0.020
H 4.095912 2.776406 -2.401743 -0.006 -0.009 -0.011
H 2.679740 1.870595 -1.871756 0.000 0.016 0.107
H 5.091630 -0.525873 -2.912613 0.002 0.012 0.002
H 4.610823 0.882397 -3.853054 0.041 -0.009 -0.017
H 6.185673 0.140661 -4.129901 0.012 -0.008 0.005
H 6.509854 -1.347624 -5.753813 -0.013 -0.006 0.007
```
Positions in Å, forces in eV/Å.



A 8-piece molecular cluster, C43H56BClN11O6P2S2 overall. Source: OMol25; level of theory: ωB97M-V/def2-TZVPD.

Properties
* electronic energy: -127618.6332 eV
* LUMO energy: -4.24 eV
* HOMO-LUMO gap: 6.84 eV
* HOMO: -11.08 eV
* charge: +1

The geometry in XYZ format:
```
122
Properties=species:S:1:pos:R:3:forces:R:3
C -2.863859 -0.892720 4.341829 0.212 -0.494 0.327
C -2.714781 -1.716359 3.031181 -0.917 0.974 -0.417
C -2.532910 -0.792448 1.769675 0.141 -0.368 0.197
C -1.227626 -1.087606 0.969703 0.473 0.382 0.638
C -0.426263 0.205658 0.610022 -1.723 0.621 1.097
N -0.360361 0.480608 -0.850402 2.039 0.803 -0.577
C 0.793127 1.056283 -1.311159 0.586 -1.754 -1.003
N 1.643334 0.270075 -2.165834 -2.087 0.050 0.767
B 1.273928 0.430287 -3.592288 0.146 0.224 -1.970
N 1.718452 -0.462841 -4.662170 -0.162 0.325 0.925
O 0.481480 1.531237 -3.962034 0.829 -0.053 1.141
P 1.795082 -1.385614 -1.636325 2.114 -3.342 -0.811
O 0.392891 -2.155649 -1.933816 0.345 1.227 1.221
O 2.059527 -1.455398 -0.010043 -1.326 1.852 -1.249
S 3.241562 -2.349096 -2.455094 -0.325 0.829 -0.097
N 1.207823 2.260612 -1.040253 0.203 0.255 1.089
S 0.248023 3.336044 -0.049551 -0.565 0.546 -0.264
C 2.479725 2.826149 -1.528217 0.252 0.560 1.260
C 3.149418 3.561678 -0.328264 -1.322 -3.904 -0.326
O 3.496189 4.642167 -0.347692 1.451 3.802 0.084
Cl 3.392758 2.509227 1.122843 -0.100 -0.079 -0.394
P -1.897729 1.063307 -1.510796 -3.806 0.285 1.780
O -2.448856 -0.163202 -2.487314 1.852 0.742 0.223
O -1.751449 2.393575 -2.421641 1.000 -0.923 -0.476
H -1.931791 -0.893095 4.930033 -0.230 0.128 -0.269
H -3.156201 0.152889 4.175141 0.010 -0.310 -0.086
H -3.623842 -1.350357 4.993298 0.215 0.189 -0.192
H -1.891067 -2.433305 3.126590 -0.339 0.013 -0.104
H -3.675024 -2.226979 2.866804 0.516 -0.302 0.176
H -3.398319 -0.871951 1.093034 0.201 -0.035 0.296
H -2.565321 0.238060 2.157428 0.316 -0.190 -0.421
H -1.415880 -1.710658 0.083630 -0.014 0.264 0.186
H -0.580830 -1.682070 1.634560 -0.072 0.067 -0.367
H 0.549344 0.235717 1.112568 0.000 -0.198 -0.712
H -0.997128 1.032948 1.071618 0.218 -0.265 -0.195
H 0.919982 -0.717066 -5.242992 0.163 0.048 -0.070
H 2.320791 0.125015 -5.244100 0.019 -0.440 -0.145
H 1.018784 2.329795 -4.073841 -0.503 0.044 -0.118
H 0.174379 -2.722919 -1.169081 0.005 -0.136 -0.332
H 2.528125 -0.626902 0.209063 0.190 -0.483 0.465
H 0.414508 2.890683 1.226788 0.500 -0.323 -0.581
H 2.251468 3.602532 -2.270157 0.228 -0.300 0.032
H 3.211698 2.076922 -1.850372 -0.547 -0.019 -0.229
H -2.011876 -0.960108 -2.129916 -0.277 -0.093 -0.456
H -2.460657 3.026403 -2.194394 -0.166 -0.397 0.037
N 0.555415 7.545430 -3.704555 0.143 0.002 0.064
C 1.103777 8.731966 -3.966007 -0.172 -0.069 -0.066
C 2.307789 9.161637 -3.425166 -0.003 -0.062 0.036
C 2.978601 8.313125 -2.561314 0.083 0.077 0.004
C 2.424386 7.075391 -2.274827 -0.021 -0.035 -0.021
C 1.218672 6.745157 -2.872310 -0.059 0.046 -0.095
H 0.541632 9.363427 -4.644836 0.055 0.041 0.010
H 2.706618 10.135147 -3.675331 -0.032 -0.006 -0.012
H 3.920202 8.610928 -2.117045 -0.019 -0.007 -0.005
H 2.914981 6.383489 -1.605475 -0.026 0.100 -0.039
H 0.745930 5.783790 -2.680383 0.003 -0.010 0.059
N 5.617832 -2.496586 1.870159 0.083 0.037 -0.189
C 5.316671 -2.468626 0.569660 -0.009 0.008 0.205
C 6.262070 -2.425124 -0.442545 0.052 0.019 0.008
C 7.601171 -2.406357 -0.086289 0.110 0.001 -0.018
C 7.937613 -2.433302 1.257598 -0.116 -0.002 -0.104
C 6.913041 -2.479644 2.192706 -0.068 0.009 0.239
H 4.258174 -2.481994 0.339701 0.038 -0.058 -0.141
H 5.957173 -2.406311 -1.479409 -0.032 -0.003 0.028
H 8.372291 -2.371496 -0.846229 -0.016 -0.010 0.010
H 8.971501 -2.419388 1.575460 -0.020 -0.001 0.027
H 7.127261 -2.506962 3.256385 0.000 0.010 -0.024
N -5.007808 2.895665 -1.740062 0.142 0.008 0.314
C -5.598513 4.024004 -1.336689 0.133 -0.003 -0.147
C -6.555633 4.075887 -0.335238 -0.011 -0.074 0.006
C -6.924803 2.891119 0.282979 -0.014 0.068 0.029
C -6.327147 1.707986 -0.121316 -0.114 -0.009 0.054
C -5.382006 1.765980 -1.129314 0.215 0.066 -0.247
H -5.280328 4.925026 -1.849882 -0.060 0.033 0.043
H -6.999010 5.019377 -0.047412 0.017 0.004 -0.041
H -7.668970 2.890031 1.070310 0.003 -0.003 -0.022
H -6.587542 0.762006 0.336198 0.055 -0.025 -0.048
H -4.884796 0.866471 -1.476850 -0.090 -0.058 0.049
N -6.795610 -0.976364 2.026028 -0.152 0.069 0.336
C -6.914889 -0.073317 3.006981 0.108 -0.145 -0.236
C -7.741651 -0.236095 4.106590 0.038 0.035 -0.015
C -8.493097 -1.395876 4.198032 -0.087 -0.030 0.111
C -8.387705 -2.342871 3.194619 0.018 0.020 0.018
C -7.528293 -2.086570 2.138216 0.178 0.036 -0.208
H -6.310592 0.821261 2.890972 -0.025 0.025 0.058
H -7.795810 0.526907 4.871385 0.015 0.006 -0.024
H -9.152318 -1.559145 5.041415 0.010 0.008 -0.017
H -8.958030 -3.260959 3.229494 0.019 0.004 -0.031
H -7.410962 -2.802360 1.331806 -0.061 -0.032 0.032
N 1.214166 -5.561642 -0.115833 -0.082 0.148 0.205
C 0.495454 -6.275133 0.753976 -0.017 -0.008 -0.183
C 0.620907 -6.165156 2.130439 0.037 0.035 -0.015
C 1.547116 -5.266013 2.635875 -0.012 0.017 0.098
C 2.305593 -4.515818 1.752026 -0.025 0.044 0.024
C 2.099801 -4.701277 0.392181 -0.038 -0.039 -0.109
H -0.213705 -6.967390 0.313052 -0.012 -0.016 0.066
H 0.009694 -6.768326 2.788239 0.006 -0.018 -0.032
H 1.676297 -5.151923 3.705340 0.011 -0.012 -0.019
H 3.041046 -3.803800 2.107314 0.044 -0.034 -0.027
H 2.667144 -4.133223 -0.337546 0.068 -0.045 0.038
N 7.105680 -3.572989 5.480078 0.182 -0.364 0.067
C 8.136456 -4.373164 5.184412 -0.219 0.243 0.030
C 8.325433 -5.624862 5.748253 0.039 0.031 -0.038
C 7.399263 -6.076125 6.672682 0.013 -0.138 0.063
C 6.325801 -5.264826 6.994943 0.006 0.004 -0.013
C 6.226460 -4.030915 6.372313 -0.021 0.245 -0.126
H 8.838147 -3.978003 4.457217 0.041 -0.073 0.005
H 9.177407 -6.230070 5.469488 0.000 0.029 -0.010
H 7.513029 -7.048304 7.136021 0.003 0.018 -0.011
H 5.581184 -5.580713 7.713027 -0.004 0.030 -0.011
H 5.400250 -3.363121 6.592195 -0.016 -0.047 0.048
N -4.742928 1.906178 -7.053704 0.218 0.003 0.086
C -4.341466 1.290555 -5.941387 -0.176 0.023 -0.101
C -3.032201 1.297711 -5.484300 0.028 0.002 -0.020
C -2.083989 1.980774 -6.227911 0.059 0.039 -0.037
C -2.479086 2.626012 -7.388609 0.006 -0.025 0.046
C -3.815131 2.559008 -7.753659 -0.201 -0.013 -0.042
H -5.118556 0.766703 -5.394797 0.050 -0.010 0.051
H -2.765391 0.781974 -4.572239 -0.053 0.018 -0.098
H -1.050915 2.009614 -5.906144 -0.019 -0.012 0.017
H -1.768826 3.169648 -7.997293 -0.037 0.004 -0.017
H -4.172045 3.051225 -8.651924 0.069 0.013 -0.008
```
Positions in Å, forces in eV/Å.